# 1
{
  "formula": "C15H30NO3Rb",
  "method": "ωB97M-V/def2-TZVPD",
  "species": ["Rb", "C", "C", "C", "C", "C", "C", "N", "O", "C", "C", "C", "H", "H", "H", "H", "H", "H", "H", "H", "H", "H", "H", "H", "H", "H", "H", "H", "H", "H", "C", "C", "O", "C", "H", "H", "H", "H", "H", "H", "C", "C", "O", "C", "H", "H", "H", "H", "H", "H"],
  "positions_angstrom": [[-18.61, 4.48, -20.19], [-14.85, 3.86, -20.93], [-14.26, 4.97, -20.06], [-12.76, 5.02, -20.34], [-12.06, 6.25, -19.77], [-12.79, 7.48, -20.30], [-14.28, 7.47, -20.00], [-14.86, 6.23, -20.48], [-16.25, 6.27, -20.34], [-14.92, 8.61, -20.78], [-14.53, 7.75, -18.51], [-14.51, 4.61, -18.58], [-15.90, 3.73, -20.70], [-14.36, 2.90, -20.71], [-14.69, 4.05, -21.99], [-12.59, 4.98, -21.43], [-12.28, 4.11, -19.97], [-11.04, 6.30, -20.14], [-12.04, 6.22, -18.68], [-12.67, 7.45, -21.39], [-12.33, 8.42, -19.96], [-14.78, 8.46, -21.86], [-14.45, 9.56, -20.50], [-15.98, 8.67, -20.56], [-15.52, 7.38, -18.24], [-14.50, 8.82, -18.29], [-13.79, 7.27, -17.86], [-15.54, 4.89, -18.32], [-13.85, 5.18, -17.93], [-14.36, 3.55, -18.38], [-19.76, -0.29, -20.26], [-20.41, 0.85, -21.00], [-19.93, 1.96, -21.01], [-21.73, 0.59, -21.70], [-19.85, -1.21, -20.83], [-20.28, -0.40, -19.30], [-18.72, -0.05, -20.04], [-21.57, 0.61, -22.78], [-22.42, 1.38, -21.42], [-22.13, -0.39, -21.45], [-16.77, 6.15, -15.74], [-17.76, 6.23, -16.86], [-18.14, 5.23, -17.43], [-18.28, 7.59, -17.26], [-16.58, 5.10, -15.50], [-17.13, 6.69, -14.87], [-15.82, 6.60, -16.04], [-18.38, 8.22, -16.38], [-19.22, 7.45, -17.79], [-17.55, 8.04, -17.93]],
  "lumo_ev": -0.2523,
  "e_tot_ev": -24328.20189,
  "mol_weight_g_mol": 357.9,
  "homo_ev": -4.731
}


# 2
{
  "formula": "C15H30O2",
  "method": "ωB97M-V/def2-TZVPD",
  "species": ["C", "C", "C", "C", "C", "C", "C", "C", "C", "C", "C", "C", "C", "C", "C", "O", "O", "H", "H", "H", "H", "H", "H", "H", "H", "H", "H", "H", "H", "H", "H", "H", "H", "H", "H", "H", "H", "H", "H", "H", "H", "H", "H", "H", "H", "H", "H"],
  "positions_angstrom": [[2.11, 2.61, 1.61], [1.00, 3.16, 0.73], [0.70, 2.21, -0.44], [-0.52, 2.66, -1.25], [-1.84, 2.20, -0.62], [-2.15, 0.74, -0.95], [-3.26, 0.18, -0.06], [-3.68, -1.26, -0.41], [-2.88, -2.37, 0.27], [-1.44, -2.55, -0.23], [-0.38, -1.98, 0.72], [1.02, -2.05, 0.12], [2.08, -1.51, 1.08], [3.50, -1.68, 0.51], [3.69, -0.82, -0.71], [3.63, 0.38, -0.74], [3.96, -1.55, -1.80], [2.43, 3.35, 2.34], [2.97, 2.32, 1.01], [1.77, 1.73, 2.16], [1.30, 4.13, 0.33], [0.10, 3.31, 1.33], [1.58, 2.16, -1.08], [0.53, 1.21, -0.05], [-0.46, 2.26, -2.26], [-0.51, 3.75, -1.33], [-1.79, 2.33, 0.46], [-2.66, 2.83, -0.98], [-1.24, 0.15, -0.83], [-2.46, 0.67, -1.99], [-4.13, 0.83, -0.16], [-2.94, 0.22, 0.99], [-4.72, -1.39, -0.10], [-3.64, -1.39, -1.49], [-3.42, -3.30, 0.11], [-2.86, -2.20, 1.35], [-1.23, -3.62, -0.35], [-1.33, -2.09, -1.21], [-0.41, -2.54, 1.66], [-0.62, -0.94, 0.95], [1.25, -3.09, -0.13], [1.05, -1.48, -0.81], [2.02, -2.05, 2.03], [1.90, -0.46, 1.27], [4.22, -1.36, 1.26], [3.69, -2.72, 0.25], [4.08, -0.98, -2.57]],
  "lumo_ev": 0.7577,
  "smiles": "CCCCCCCCCCCCCCC(=O)O",
  "e_tot_ev": -20137.94505,
  "mol_weight_g_mol": 242.4,
  "homo_ev": -10.445
}


# 3
{
  "formula": "C15H31AsClN4Rb",
  "method": "ωB97M-V/def2-TZVPD",
  "species": ["Rb", "N", "C", "C", "N", "C", "C", "N", "C", "C", "N", "H", "H", "H", "H", "H", "H", "H", "H", "H", "H", "H", "H", "H", "H", "H", "H", "H", "H", "C", "As", "C", "C", "C", "C", "C", "C", "C", "C", "H", "H", "H", "H", "H", "H", "H", "H", "H", "H", "H", "H", "H", "Cl"],
  "positions_angstrom": [[-0.07, -1.11, -1.14], [-0.07, -3.90, -1.95], [-0.91, -4.50, -0.89], [-2.35, -3.99, -0.93], [-2.54, -2.78, -0.12], [-2.56, -3.13, 1.29], [-2.30, -1.97, 2.25], [-1.08, -1.26, 1.89], [-3.73, -2.00, -0.50], [-3.54, -0.49, -0.45], [-2.83, -0.01, -1.66], [0.08, -4.56, -2.70], [0.85, -3.70, -1.55], [-0.45, -4.23, 0.06], [-0.91, -5.59, -0.95], [-3.04, -4.79, -0.61], [-2.59, -3.75, -1.97], [-1.79, -3.88, 1.47], [-3.52, -3.59, 1.56], [-2.27, -2.42, 3.25], [-3.15, -1.28, 2.26], [-0.30, -1.90, 1.72], [-0.79, -0.66, 2.65], [-4.58, -2.27, 0.13], [-4.01, -2.27, -1.52], [-2.95, -0.22, 0.42], [-4.53, -0.03, -0.35], [-2.75, 1.00, -1.64], [-3.37, -0.23, -2.48], [0.85, 3.83, -1.53], [0.63, 1.99, -0.91], [0.20, 2.40, 0.95], [2.53, 1.46, -0.66], [3.40, 2.52, -0.05], [4.07, 3.46, -0.84], [4.85, 4.45, -0.27], [4.99, 4.52, 1.11], [4.35, 3.59, 1.91], [3.56, 2.60, 1.34], [1.51, 4.39, -0.87], [-0.14, 4.30, -1.54], [1.24, 3.84, -2.54], [0.91, 3.11, 1.37], [0.21, 1.48, 1.54], [-0.81, 2.82, 0.99], [2.90, 1.19, -1.65], [2.52, 0.55, -0.06], [3.97, 3.40, -1.92], [5.36, 5.16, -0.91], [5.61, 5.29, 1.55], [4.47, 3.63, 2.99], [3.08, 1.86, 1.97], [1.79, -2.39, 0.49]],
  "lumo_ev": 0.0714,
  "e_tot_ev": -96036.31437,
  "mol_weight_g_mol": 463.3,
  "homo_ev": -8.304
}


# 4
{
  "formula": "C15H31BBr2F9NO6Si2",
  "method": "ωB97M-V/def2-TZVPD",
  "species": ["C", "C", "O", "B", "O", "Si", "N", "O", "Si", "C", "Br", "C", "C", "Br", "C", "F", "F", "C", "F", "F", "C", "F", "F", "C", "F", "F", "F", "H", "H", "H", "H", "H", "H", "H", "H", "H", "H", "H", "H", "H", "C", "C", "O", "H", "H", "H", "H", "H", "H", "C", "C", "O", "H", "H", "H", "H", "H", "H", "C", "C", "O", "H", "H", "H", "H", "H", "H"],
  "positions_angstrom": [[6.27, -0.74, -0.13], [5.05, 0.15, 0.09], [4.10, -0.04, -0.97], [2.76, 0.02, -0.74], [2.18, -0.78, 0.24], [1.80, 1.29, -2.01], [2.37, 0.94, -3.59], [2.24, 2.85, -1.70], [2.21, 3.53, -0.19], [2.96, 5.24, -0.32], [3.57, 5.84, -2.00], [3.08, 6.05, 0.74], [3.66, 7.42, 0.85], [2.43, 5.40, 2.41], [-0.17, 1.23, -2.08], [-0.82, 2.18, -1.32], [-0.47, 1.54, -3.39], [-0.88, -0.14, -1.85], [-2.03, -0.14, -2.57], [-0.06, -1.08, -2.38], [-1.30, -0.64, -0.39], [-2.61, -0.97, -0.43], [-0.61, -1.75, -0.11], [-1.17, 0.30, 0.84], [-2.12, 1.22, 0.85], [0.03, 0.90, 0.91], [-1.31, -0.45, 1.94], [6.69, -1.07, 0.82], [5.97, -1.61, -0.71], [7.05, -0.20, -0.67], [5.34, 1.20, 0.07], [4.59, -0.06, 1.06], [2.14, -0.37, 1.11], [2.24, -0.02, -3.88], [1.99, 1.56, -4.31], [3.03, 2.74, 0.75], [0.82, 3.64, 0.27], [4.28, 7.66, -0.01], [2.86, 8.16, 0.96], [4.27, 7.49, 1.75], [-4.99, -1.75, 3.13], [-4.76, -3.03, 2.36], [-5.15, -2.92, 0.99], [-6.05, -1.47, 3.09], [-4.71, -1.86, 4.18], [-4.41, -0.93, 2.71], [-5.35, -3.85, 2.77], [-3.70, -3.32, 2.42], [-4.63, -2.21, 0.60], [-5.89, -1.58, -3.51], [-4.95, -2.58, -4.16], [-3.70, -2.00, -4.50], [-6.06, -0.74, -4.18], [-6.85, -2.04, -3.27], [-5.47, -1.20, -2.58], [-5.37, -2.96, -5.09], [-4.80, -3.44, -3.49], [-3.30, -1.67, -3.70], [1.65, -3.23, 3.17], [0.44, -3.56, 4.02], [-0.23, -2.39, 4.48], [2.35, -2.61, 3.73], [2.16, -4.14, 2.85], [1.35, -2.68, 2.27], [0.73, -4.10, 4.92], [-0.26, -4.19, 3.46], [-0.52, -1.89, 3.71]],
  "lumo_ev": 0.1680,
  "e_tot_ev": -210810.96277,
  "mol_weight_g_mol": 719.2,
  "homo_ev": -9.438
}